This record from the Open Molecules 2025 dataset describes a single C6H6O molecule at a distorted geometry. The level of theory is ωB97M-V/def2-TZVPD.

XYZ file:
```
13
Properties=species:S:1:pos:R:3:forces:R:3
O -0.494 1.688 1.867 -0.028 0.194 -0.152
C 0.099 0.453 1.598 0.105 -0.230 0.118
C -0.591 -0.177 0.386 -0.174 -0.271 0.425
C -0.386 0.770 -0.827 0.596 -0.916 -0.333
C 0.200 0.000 -1.805 0.417 -0.808 -0.915
C 0.123 -1.170 -0.338 0.253 -0.741 0.014
C 0.477 -1.549 -1.520 -0.662 1.684 0.429
H -0.545 2.127 0.999 -0.018 0.026 0.171
H 1.177 0.538 1.386 -0.196 0.012 0.017
H -0.028 -0.188 2.475 0.019 0.116 -0.052
H -1.627 -0.450 0.576 0.013 0.017 -0.009
H 0.716 0.333 -2.689 -0.074 0.517 -0.216
H 0.879 -2.374 -2.107 -0.251 0.401 0.504
```
Forces are in eV/Å.

Properties
Frontier orbital gap (alpha / beta) = 7.964 / 7.965 eV
DFT total energy = -8359.494 eV
Highest occupied orbital energy (alpha / beta) = -8.3 / -8.3 eV
Energy relative to the best compared isomer or geometry (same formula, charge and spin) = 161.71 kcal/mol

***

This record from the Open Molecules 2025 dataset describes 2 unconnected molecules or ions with the total composition C4H12NO at a distorted geometry. The level of theory is ωB97M-V/def2-TZVPD.

XYZ file:
```
18
Properties=species:S:1:pos:R:3:forces:R:3
C 0.893 0.276 -1.595 -0.642 1.139 0.054
C 1.005 -1.601 -0.036 1.367 1.176 4.675
C -1.615 1.043 1.790 2.616 -0.935 0.778
C 0.547 -0.171 -0.171 -1.012 -2.189 -2.137
N -0.911 -0.132 -0.013 0.604 1.759 3.050
O -0.684 1.865 2.127 0.581 -2.006 1.740
H 0.541 -0.384 -2.432 0.705 0.332 0.995
H 0.507 1.279 -1.801 -0.552 -0.004 0.039
H 1.934 0.540 -1.556 0.811 -0.725 -0.622
H 0.976 -2.103 -0.886 -1.370 -2.558 -3.768
H 0.641 -2.151 0.876 0.006 0.464 -1.063
H 2.082 -1.611 0.072 0.514 0.367 0.546
H -2.292 1.375 1.142 -3.145 1.330 -2.243
H -1.873 0.205 2.462 0.774 0.386 -0.464
H 1.075 0.416 0.522 0.234 1.198 1.176
H -1.455 -0.797 0.474 0.006 -1.551 -0.174
H -1.380 0.331 -0.724 -1.132 0.769 -1.577
H -0.714 2.776 1.878 -0.365 1.049 -1.006
```
Forces are in eV/Å.

Properties
Frontier orbital gap = 9.819 eV
DFT total energy = -7870.918 eV
Highest occupied orbital energy = -14.8 eV
Net charge = +1
Energy relative to the best compared isomer or geometry (same formula, charge and spin) = 77.78 kcal/mol

***

This record from the Open Molecules 2025 dataset describes a molecular structure, C25H40IKN9O4SbSi3 at a distorted geometry. The level of theory is ωB97M-V/def2-TZVPD.

XYZ file:
```
84
Properties=species:S:1:pos:R:3:forces:R:3
K -1.355 1.935 0.620 -0.300 0.159 -1.908
O -0.734 3.289 2.389 0.489 0.417 1.004
N -1.125 2.569 3.332 0.059 -0.286 0.298
N -0.924 1.275 3.221 -0.108 0.128 0.424
O -0.349 0.631 2.226 0.456 -0.270 1.268
C -1.424 0.503 4.319 0.135 0.131 -0.234
C -1.812 1.083 5.526 -0.027 -0.050 0.041
C -2.268 0.270 6.550 -0.010 0.002 0.031
C -2.341 -1.110 6.393 0.002 0.036 -0.033
C -1.949 -1.671 5.187 0.028 -0.002 -0.068
C -1.488 -0.872 4.149 -0.039 -0.093 0.128
H -1.750 2.153 5.646 0.005 0.000 0.000
H -2.562 0.725 7.489 -0.009 -0.010 0.000
H -2.696 -1.738 7.200 0.002 0.010 0.012
H -1.994 -2.744 5.042 -0.014 0.002 0.016
H -1.171 -1.286 3.204 0.012 0.004 -0.013
N 2.448 2.960 -0.359 -0.111 0.254 -0.072
C 3.178 3.862 -0.223 0.244 -0.044 0.096
N 3.931 4.916 -0.117 -0.093 0.050 -0.039
C 5.143 4.861 0.385 -0.011 -0.083 -0.009
N 6.226 4.919 0.806 -0.008 0.013 -0.004
I -3.272 6.542 -1.510 -0.137 0.073 0.022
C -1.854 5.082 -1.740 0.176 -0.184 -0.068
C -0.882 4.720 -0.839 0.125 0.114 -0.010
N -0.139 3.772 -1.445 -0.066 -0.052 -0.020
N -0.571 3.488 -2.683 0.030 0.022 0.139
C -1.617 4.275 -2.868 -0.065 0.052 -0.076
H -0.676 5.060 0.163 0.043 -0.031 -0.002
H 0.714 3.336 -1.079 0.084 0.038 -0.059
H -2.170 4.239 -3.793 -0.015 0.008 0.016
C -4.157 -2.033 -1.619 0.009 0.007 -0.021
N -4.218 -0.587 -1.551 0.078 -0.176 0.021
C -5.370 0.059 -1.904 0.023 -0.074 0.001
C -5.505 1.380 -1.762 0.027 0.059 -0.012
C -4.395 2.142 -1.165 -0.117 -0.135 0.011
O -4.548 3.331 -0.881 0.089 0.056 -0.036
N -3.223 1.478 -0.925 -0.875 -0.438 -0.547
C -3.105 0.147 -1.080 -0.140 0.337 -0.145
O -2.064 -0.480 -0.822 -0.270 0.131 0.009
H -4.944 -2.482 -1.007 -0.010 0.000 -0.005
H -3.189 -2.343 -1.238 0.007 0.007 0.006
H -4.261 -2.386 -2.649 -0.006 0.001 -0.002
H -6.155 -0.578 -2.296 -0.001 0.003 -0.003
H -6.416 1.892 -2.036 0.007 0.020 0.016
C 4.494 -2.101 -0.487 0.027 -0.150 0.020
Si 3.624 -0.429 -0.424 -0.135 0.234 0.130
C 4.192 0.365 1.172 0.034 0.010 0.111
C 4.312 0.574 -1.850 0.004 -0.012 -0.163
Sb 1.057 -0.298 -0.443 0.323 -0.397 -0.392
Si 0.724 -2.520 0.748 -0.021 0.179 0.091
C 1.483 -2.350 2.458 0.112 -0.001 0.094
C 1.484 -4.056 -0.027 0.057 -0.150 -0.074
C -1.099 -2.936 0.940 -0.125 0.000 0.006
Si 0.906 -1.332 -2.784 0.045 0.305 0.118
C -0.664 -2.312 -3.083 -0.074 -0.109 -0.013
C 2.315 -2.448 -3.347 0.084 -0.146 -0.032
C 0.890 0.111 -3.979 -0.017 0.119 -0.088
H 5.557 -1.889 -0.646 0.000 -0.085 0.032
H 4.149 -2.754 -1.288 0.035 0.037 -0.045
H 4.390 -2.644 0.456 0.022 0.033 0.013
H 5.279 0.495 1.164 -0.024 0.011 0.050
H 3.917 -0.244 2.037 0.021 -0.011 -0.013
H 3.725 1.343 1.292 0.017 0.021 -0.020
H 5.384 0.731 -1.689 -0.014 0.018 -0.047
H 3.822 1.546 -1.896 0.017 0.028 0.035
H 4.176 0.077 -2.814 0.033 -0.009 0.015
H 2.560 -2.536 2.417 -0.012 -0.002 0.017
H 1.034 -3.072 3.150 0.064 0.006 0.019
H 1.328 -1.344 2.853 -0.068 -0.008 0.001
H 2.566 -3.988 -0.140 -0.016 0.002 0.051
H 1.060 -4.266 -1.011 -0.051 -0.018 0.022
H 1.254 -4.902 0.632 0.039 -0.032 -0.067
H -1.722 -2.043 0.947 0.020 0.032 0.050
H -1.250 -3.499 1.868 -0.038 -0.037 -0.051
H -1.431 -3.554 0.100 -0.011 -0.007 0.019
H -0.748 -3.187 -2.434 0.031 -0.017 -0.023
H -0.656 -2.646 -4.128 -0.082 -0.043 0.034
H -1.537 -1.687 -2.902 0.007 0.036 -0.022
H 2.402 -3.351 -2.741 -0.037 -0.027 -0.027
H 3.284 -1.946 -3.327 -0.024 0.041 -0.031
H 2.102 -2.743 -4.381 0.063 -0.035 0.023
H 0.064 0.794 -3.765 -0.016 -0.026 -0.009
H 0.802 -0.244 -5.012 -0.002 0.046 0.005
H 1.805 0.703 -3.894 0.019 -0.041 -0.013
```
Forces are in eV/Å.

Properties
Frontier orbital gap = 6.783 eV
DFT total energy = -102774.173 eV
Highest occupied orbital energy = -3.1 eV
Net charge = -2
Energy relative to the best compared isomer or geometry (same formula, charge and spin) = 24.29 kcal/mol